[1]
This record from OMol25 describes C5H6O as an isolated structure. The level of theory is ωB97M-V/def2-TZVPD.

Structure (ORCA input):
```
! wB97M-V def2-TZVPD RIJCOSX def2/J DEFGRID3
* xyz 0 1
C 0.203 0.789 -0.948
C 0.400 -0.679 -0.604
C 0.578 -0.667 0.892
O 0.511 0.662 1.378
C -0.583 0.842 0.380
C -0.812 -0.685 0.308
H -0.379 0.890 -1.867
H 1.078 1.445 -0.949
H 0.773 -1.490 -1.215
H 1.178 -1.412 1.405
H -1.298 1.622 0.650
H -1.650 -1.318 0.569
*
```

- Electronic energy: -269.235454 Eh
- Energy relative to the best compared isomer or geometry (same formula, charge and spin): 69.52 kcal per mole
- HOMO level: -9.023 eV
- HOMO-LUMO gap: 10.16 eV

Atomic partial charges in e from the natural (NBO) method, atoms 1 to 4:
1 C -0.40
2 C -0.25
3 C 0.07
4 O -0.51

***

[2]
This record from OMol25 describes C40H49ClCsGeINO7P2 as an isolated structure. The level of theory is ωB97M-V/def2-TZVPD.

Structure (ORCA input):
```
! wB97M-V def2-TZVPD RIJCOSX def2/J DEFGRID3
* xyz 0 2
Cs -0.238 0.481 0.162
C -2.096 -4.328 3.647
C -0.718 -3.777 3.334
C 0.236 -3.926 4.501
O -0.806 -2.400 2.855
P -1.045 -1.050 3.608
O -1.593 -0.005 2.733
C 0.521 -0.558 4.375
P 1.964 -0.306 3.318
O 1.820 0.684 2.246
O 2.259 -1.786 2.841
C 3.248 -2.042 1.793
C 2.541 -2.262 0.480
C 4.029 -3.259 2.243
O 3.145 0.119 4.290
C 3.666 -0.726 5.342
C 5.171 -0.773 5.167
C 3.253 -0.148 6.681
O -1.968 -1.473 4.827
C -2.380 -0.585 5.904
C -3.142 -1.462 6.876
C -3.206 0.574 5.388
H -2.021 -5.404 3.808
H -2.780 -4.147 2.820
H -2.503 -3.873 4.545
H -0.310 -4.278 2.452
H -0.160 -3.443 5.396
H 1.219 -3.524 4.269
H 0.339 -4.989 4.724
H 0.788 -1.307 5.123
H 0.348 0.396 4.877
H 3.898 -1.163 1.735
H 1.786 -3.044 0.587
H 3.270 -2.591 -0.262
H 2.068 -1.370 0.074
H 3.370 -4.125 2.313
H 4.490 -3.096 3.217
H 4.814 -3.488 1.524
H 3.247 -1.731 5.212
H 5.591 0.227 5.264
H 5.438 -1.160 4.185
H 5.621 -1.413 5.926
H 3.641 0.864 6.787
H 3.651 -0.758 7.492
H 2.169 -0.112 6.785
H -1.465 -0.217 6.384
H -4.038 -1.859 6.401
H -3.443 -0.880 7.745
H -2.528 -2.298 7.213
H -4.103 0.210 4.888
H -2.660 1.187 4.678
H -3.507 1.194 6.234
Cl 4.892 0.998 -5.979
C 3.536 0.672 -4.926
C 2.370 0.189 -5.453
C 1.269 -0.083 -4.638
I -0.505 -0.800 -5.454
C 1.283 0.125 -3.259
O 0.327 -0.103 -2.472
C 2.548 0.641 -2.715
N 2.570 0.827 -1.378
C 3.665 1.284 -0.823
C 4.832 1.590 -1.553
C 4.827 1.402 -2.904
C 3.662 0.912 -3.535
H 2.304 0.016 -6.518
H 3.634 1.425 0.253
H 5.709 1.968 -1.045
H 5.702 1.625 -3.500
C -1.301 -4.772 -0.604
C -0.776 -3.741 -1.368
C -1.420 -2.516 -1.431
C -2.590 -2.289 -0.711
C -3.115 -3.338 0.049
C -2.479 -4.568 0.097
Ge -3.560 -0.609 -0.860
C -5.068 -0.505 0.350
C -6.296 -0.004 -0.082
C -7.367 0.101 0.791
C -7.232 -0.296 2.110
C -6.014 -0.788 2.558
C -4.941 -0.879 1.690
C -4.085 -0.252 -2.685
C -4.280 1.046 -3.146
C -4.626 1.284 -4.465
C -4.771 0.224 -5.345
C -4.571 -1.073 -4.903
C -4.227 -1.309 -3.583
H -0.807 -5.735 -0.571
H 0.133 -3.889 -1.937
H -0.988 -1.741 -2.059
H -4.040 -3.202 0.595
H -2.914 -5.379 0.668
H -6.418 0.294 -1.117
H -8.315 0.489 0.439
H -8.073 -0.220 2.788
H -5.904 -1.100 3.590
H -3.984 -1.228 2.062
H -4.149 1.886 -2.472
H -4.766 2.299 -4.812
H -5.029 0.410 -6.379
H -4.674 -1.901 -5.592
H -4.050 -2.326 -3.255
*
```

- Electronic energy: -5672.950170 Eh
- Energy relative to the best compared isomer or geometry (same formula, charge and spin): 3.24 kcal per mole
- HOMO level (spin up / spin down): -6.146 / -6.146 eV
- HOMO-LUMO gap (spin up / spin down): 6.09 / 5.48 eV
- <S²>: 0.76

Atomic partial charges in e from the Löwdin method, atoms 1 to 4:
1 Cs 1.10
2 C -0.03
3 C -0.39
4 C -0.04

***

[3]
This record from OMol25 describes C3H5N3 in the gas phase in a non-equilibrium geometry. The level of theory is ωB97M-V/def2-TZVPD.

Structure (ORCA input):
```
! wB97M-V def2-TZVPD RIJCOSX def2/J DEFGRID3
* xyz 0 1
C 0.867 1.325 0.668
C -0.048 0.148 0.342
N -0.800 -0.656 1.049
N -1.403 -1.556 0.026
N -0.887 -1.330 -1.182
C -0.110 -0.303 -1.108
H 1.836 1.077 0.215
H 0.496 2.209 0.133
H 1.060 1.625 1.706
H -1.351 -2.563 0.209
H 0.340 0.025 -2.058
*
```

- Electronic energy: -281.526444 Eh
- Energy relative to the best compared isomer or geometry (same formula, charge and spin): 39.91 kcal per mole
- HOMO level: -9.880 eV
- HOMO-LUMO gap: 10.92 eV
- SMILES: Cc1cn[nH]n1

Atomic partial charges in e from the natural (NBO) method, atoms 1 to 4:
1 C -0.65
2 C 0.15
3 N -0.26
4 N -0.25

***

[4]
This record from OMol25 describes a 2-piece molecular cluster, C8H14OS overall in a non-equilibrium geometry. The level of theory is ωB97M-V/def2-TZVPD.

Structure (ORCA input):
```
! wB97M-V def2-TZVPD RIJCOSX def2/J DEFGRID3
* xyz 0 1
C 2.693 -0.393 -1.185
C 2.010 -0.651 -0.007
C 0.293 2.059 0.413
C -0.682 0.978 1.015
C 0.127 1.429 -0.984
C -0.664 0.334 -0.326
C -2.914 -1.441 0.010
C 0.805 -1.489 -0.041
O 0.217 -1.976 1.266
S -2.180 -0.172 -1.087
H 3.461 0.346 -1.166
H 2.425 -0.902 -2.010
H 2.450 -0.282 0.921
H -0.232 3.023 0.615
H 1.290 2.247 0.806
H -0.024 0.416 1.699
H -1.630 1.176 1.628
H -0.497 2.110 -1.599
H 1.068 1.245 -1.566
H -3.880 -1.093 0.452
H -2.205 -1.314 0.807
H -2.945 -2.448 -0.510
H 0.382 -1.824 -1.035
H 0.632 -1.377 1.886
*
```

- Electronic energy: -786.445077 Eh
- Energy relative to the best compared isomer or geometry (same formula, charge and spin): 121.98 kcal per mole
- HOMO level (spin up / spin down): -7.009 / -6.997 eV
- HOMO-LUMO gap (spin up / spin down): 7.27 / 7.26 eV

Atomic partial charges in e from the natural (NBO) method, atoms 1 to 4:
1 C -0.42
2 C -0.28
3 C -0.39
4 C -0.49